Entry 1:
Formula: C13H16BF5N2O5
Source: OMol25
Level of theory: ωB97M-V/def2-TZVPD

```
42
Properties=species:S:1:pos:R:3:forces:R:3
C 3.530 -0.905 1.463 -0.4 1.2 0.0
C 3.906 0.537 1.393 0.0 -0.3 -0.5
C 3.815 1.475 0.021 1.6 -2.0 0.1
C 2.275 2.118 -0.102 2.9 -0.2 -0.4
N 1.338 0.935 -0.077 -2.5 2.1 1.3
C 0.027 1.216 0.617 -0.9 -1.1 -1.3
F 0.120 1.165 2.125 -0.2 0.8 -4.5
F -0.648 2.482 0.144 1.8 -3.3 2.2
C -1.070 0.009 0.244 -3.3 -2.8 -0.3
C -0.759 -1.262 -0.741 -2.2 0.1 1.2
C -1.833 -2.459 -1.062 -1.7 3.5 3.3
C -3.324 -2.384 -0.342 2.7 2.8 0.7
C -3.669 -1.114 0.659 2.9 0.3 -1.4
C -5.111 -0.966 1.464 1.4 -0.6 0.8
F -5.843 -2.260 1.370 1.6 4.4 0.2
F -4.748 -0.812 2.919 -1.8 -0.2 -4.5
F -5.896 0.211 1.023 2.2 -4.3 1.8
C -2.555 0.081 0.950 1.2 -3.1 -2.5
O 2.149 3.054 1.021 -0.1 1.1 -2.4
B 2.193 4.466 0.596 -0.4 1.3 -0.6
O 0.879 5.202 0.619 2.8 -1.8 2.2
O 3.430 5.189 0.204 -4.2 -0.5 0.2
C 2.196 2.791 -1.594 1.2 3.4 -7.7
O 1.047 3.002 -2.294 4.6 -1.9 4.8
O 3.440 3.182 -2.338 -5.7 -2.5 5.1
H 2.400 -1.137 1.769 3.0 0.3 1.1
H 4.220 -1.816 1.203 -1.8 2.0 -1.2
H 4.257 1.092 2.385 -2.5 -0.6 -1.8
H 4.655 2.288 -0.036 -2.0 -1.3 0.0
H 3.946 0.729 -0.894 -0.3 1.7 1.7
H 1.202 0.685 -1.103 -0.4 0.7 1.8
H 0.320 -1.318 -1.242 -2.7 0.1 1.3
H -1.595 -3.386 -1.749 -0.3 2.3 1.4
H -4.128 -3.231 -0.542 1.8 2.1 0.6
H -2.773 0.980 1.669 0.3 -2.0 -1.6
H 0.475 4.931 1.507 0.5 0.3 -2.1
H 3.112 6.033 -0.266 0.7 -1.8 1.1
N -2.196 -6.161 -2.196 0.0 -0.1 0.0
H -2.202 -7.161 -2.429 0.0 0.2 0.0
H -3.142 -5.867 -1.925 0.2 0.0 0.0
H -1.550 -5.994 -1.417 -0.1 0.1 0.0
H -1.892 -5.621 -3.015 0.0 0.0 0.1
```
Positions in Å, forces in eV/Å.

The calculation puts the lowest unoccupied orbital energy at -3.22 eV. As for the net charge: 0. The molar mass comes out at 386.1 Da. As for the electronic energy: -1514.19901 Ha.



Entry 2:
Formula: C13H16BFI2O8
Source: OMol25
Level of theory: ωB97M-V/def2-TZVPD

```
41
Properties=species:S:1:pos:R:3:forces:R:3
C 1.028 -2.581 2.352 0.2 -0.2 0.0
C 1.462 -1.759 1.156 -0.3 -0.5 0.1
F 2.084 -0.600 1.618 0.1 0.1 0.0
C 0.403 -1.462 0.100 0.7 0.6 0.2
C -0.880 -0.734 0.566 -0.7 -0.3 0.8
C -1.913 -1.839 0.830 -0.6 -0.3 -0.3
B -2.544 -2.437 -0.498 0.5 -0.3 -0.3
O -2.096 -3.686 -1.004 0.0 0.3 -0.2
O -3.523 -1.820 -1.191 -0.3 0.0 0.3
O -0.630 -0.094 1.842 0.1 -0.4 -0.2
C -0.200 1.192 1.663 0.2 -0.4 -1.1
O 0.187 1.793 2.602 0.4 0.7 1.0
C -0.306 1.594 0.171 -1.7 -0.4 0.3
C 1.002 1.563 -0.618 0.6 0.0 0.7
C 1.838 2.840 -0.584 0.4 -0.1 -0.8
C 2.866 2.793 -1.714 -0.6 -0.1 -0.3
I 2.981 3.099 1.234 -0.1 0.1 0.1
C -0.893 3.051 -0.022 0.1 0.9 -0.8
O -0.949 3.782 0.981 -0.1 -0.2 -0.2
O -1.108 3.344 -1.231 0.2 -0.4 0.9
C -1.341 0.466 -0.289 0.7 0.5 -0.6
I -3.321 1.121 0.386 0.1 0.0 0.1
C -1.424 0.164 -1.830 -0.7 -0.1 -0.7
O -0.515 -0.625 -2.233 -0.2 0.1 0.1
O -2.360 0.628 -2.493 0.5 -0.2 0.4
H 0.308 -2.062 2.974 -0.1 0.1 0.0
H 1.901 -2.847 2.949 0.1 0.1 0.1
H 0.607 -3.521 1.994 -0.2 0.0 0.0
H 2.243 -2.330 0.643 0.1 0.0 -0.1
H 0.159 -2.422 -0.347 -0.1 -0.1 0.0
H 0.879 -0.910 -0.696 0.0 -0.1 -0.1
H -2.715 -1.496 1.480 0.0 0.3 0.0
H -1.430 -2.664 1.350 0.2 0.0 0.1
H -1.189 -3.597 -1.315 0.1 -0.1 0.1
H -3.528 -2.108 -2.111 -0.1 0.0 0.0
H 1.642 0.765 -0.251 0.1 0.0 0.0
H 0.799 1.344 -1.662 -0.3 0.1 -0.1
H 1.235 3.729 -0.732 -0.2 0.1 0.4
H 3.349 3.756 -1.860 0.3 0.0 0.2
H 2.309 2.581 -2.630 0.0 0.0 -0.1
H 3.584 1.989 -1.579 0.2 0.0 0.1
```
Positions in Å, forces in eV/Å.

The calculation puts the lowest unoccupied orbital energy at 4.35 eV. As for the net charge: -2. The molar mass comes out at 583.9 Da. As for the electronic energy: -1827.18830 Ha. The energy above the lowest of the compared OMol25 structures with the same formula, charge and spin comes out at 0.0000 eV.



Entry 3:
Formula: C13H16Br2ClF5N3O2P
Source: OMol25
Level of theory: ωB97M-V/def2-TZVPD

```
43
Properties=species:S:1:pos:R:3:forces:R:3
C 1.794 -1.160 2.614 -0.3 -0.1 -0.6
C 1.531 -1.496 1.345 0.4 0.2 0.2
C 1.805 -0.572 0.213 -1.5 -1.2 1.5
C 0.934 -0.151 -0.737 1.2 0.5 -0.6
C -0.491 -0.407 -1.008 -2.3 1.2 1.6
C -1.030 -1.815 -0.626 -0.9 0.0 0.1
C -2.565 -1.826 -0.410 0.2 0.7 0.3
C -3.037 -1.064 0.853 0.4 -0.6 0.4
N -3.261 0.387 0.635 -1.2 -0.6 -1.2
C -4.580 0.807 0.915 -0.1 0.5 0.5
C -5.241 1.643 -0.194 1.1 -0.1 0.3
O -5.121 0.554 1.969 0.1 -0.1 -0.4
N 1.704 0.744 -1.531 0.1 0.1 0.1
P 0.866 1.566 -2.906 -2.5 0.2 -1.2
O 0.676 3.113 -2.344 1.7 -0.9 0.0
Cl 2.198 1.674 -4.505 0.1 0.1 0.9
C 2.922 0.812 -1.049 1.4 1.0 -0.8
Br 4.219 1.963 -1.816 -0.5 -0.5 0.6
N 3.078 0.019 0.021 -0.9 -0.3 -1.1
C 4.292 -0.149 0.778 0.8 0.6 1.3
F 4.398 -1.342 1.355 -0.5 -0.1 -0.5
F 5.380 -0.003 0.012 -0.5 -0.1 -0.3
C 4.389 0.953 1.937 0.9 0.3 0.2
F 5.520 1.659 1.803 -0.3 -0.2 -0.2
F 3.379 1.824 1.894 -0.1 -0.4 0.1
F 4.453 0.361 3.126 -0.5 0.1 -0.2
H 1.686 -0.118 2.916 1.0 -0.2 0.1
H 2.090 -1.959 3.293 -1.0 0.4 0.4
H 1.140 -2.495 1.149 1.0 0.0 -0.4
H -0.762 -0.185 -2.121 0.3 -0.1 2.4
H -1.080 0.327 -0.408 0.6 -0.2 0.2
H -0.563 -2.274 0.252 -0.1 0.4 -0.1
H -0.862 -2.483 -1.464 0.3 0.0 0.2
H -3.050 -1.404 -1.307 0.0 -0.2 0.2
H -2.922 -2.860 -0.315 0.2 0.2 -0.1
H -2.267 -1.215 1.625 -0.3 0.1 -0.1
H -3.962 -1.531 1.220 0.2 0.3 0.0
H -3.131 0.539 -0.363 0.3 0.3 0.2
H -5.498 0.970 -1.023 -0.1 0.2 0.2
H -6.099 2.205 0.176 0.1 -0.3 -0.1
H -4.462 2.332 -0.557 -0.4 0.0 -0.1
H 1.525 3.521 -2.101 -0.3 0.4 0.0
Br 0.002 -1.461 -3.313 1.7 -1.6 -4.2
```
Positions in Å, forces in eV/Å.

The calculation puts the lowest unoccupied orbital energy at -0.78 eV. As for the net charge: 0. The molar mass comes out at 567.5 Da. As for the electronic energy: -7268.56243 Ha.



Entry 4:
Formula: C13H16BrN2O2Tl
Source: OMol25
Level of theory: ωB97M-V/def2-TZVPD

```
35
Properties=species:S:1:pos:R:3:forces:R:3
Tl 0.684 -2.367 -1.315 0.0 -0.1 -0.1
C 0.577 0.194 1.831 0.0 0.0 0.0
C 0.555 0.288 3.382 0.0 0.0 0.0
N 0.325 -1.035 3.962 0.0 0.0 0.1
C -0.952 -1.557 3.479 0.0 0.0 0.0
C -0.937 -1.651 1.929 0.0 0.0 0.0
N 0.365 -1.200 1.415 0.0 0.0 0.0
C 1.425 -2.038 1.994 -0.1 0.1 0.1
C 1.397 -1.934 3.543 0.0 0.0 0.0
H 1.534 0.529 1.428 0.0 0.0 0.0
H -0.210 0.805 1.386 0.0 0.0 -0.1
H -0.237 0.954 3.728 0.0 0.0 0.0
H 1.501 0.669 3.770 0.0 0.0 0.0
H -1.745 -0.893 3.828 0.0 0.0 0.0
H -1.114 -2.536 3.934 0.0 0.0 0.0
H -1.708 -1.018 1.487 0.0 0.0 0.0
H -1.100 -2.678 1.593 0.0 0.0 0.0
H 2.381 -1.696 1.589 0.0 -0.1 0.0
H 1.263 -3.069 1.669 0.0 0.0 0.0
H 2.341 -1.547 3.931 0.0 0.0 0.0
H 1.225 -2.910 4.000 0.0 0.0 0.0
Br -0.872 3.349 -0.636 0.0 -0.1 -0.1
C -0.761 2.708 -2.433 0.0 0.1 0.1
C -1.055 3.571 -3.474 0.0 0.0 0.0
C -0.971 3.095 -4.775 0.0 0.0 0.0
C -0.600 1.783 -5.021 0.0 0.0 0.0
C -0.308 0.929 -3.966 0.0 -0.1 0.1
C -0.389 1.398 -2.659 0.0 0.0 -0.1
C 0.098 -0.512 -4.252 0.0 0.2 -0.1
O 0.163 -0.893 -5.407 0.0 0.0 0.1
O 0.357 -1.224 -3.204 0.0 0.0 0.1
H -1.343 4.593 -3.270 0.0 0.0 0.0
H -1.198 3.763 -5.597 0.0 0.0 0.0
H -0.529 1.395 -6.029 0.0 0.0 0.0
H -0.161 0.735 -1.839 0.0 0.0 0.0
```
Positions in Å, forces in eV/Å.

The calculation puts the lowest unoccupied orbital energy at -0.45 eV. As for the net charge: 0. The molar mass comes out at 516.6 Da. As for the electronic energy: -3511.46184 Ha.



Entry 5:
Formula: C13H16ClCoN6O4S3
Source: OMol25
Level of theory: ωB97M-V/def2-TZVPD

```
44
Properties=species:S:1:pos:R:3:forces:R:3
Co 0.090 -0.756 -0.376 -0.7 -1.0 -0.1
O 3.208 -1.775 -0.543 1.3 0.0 -0.1
Cl 2.062 -2.527 -0.867 -0.1 0.9 0.9
O 2.301 -3.806 -1.294 0.5 -2.0 -0.8
O 1.292 -1.762 -1.843 -0.9 0.8 -1.0
O 1.194 -2.510 0.316 -0.8 -0.2 0.8
N -4.977 -6.087 -1.080 -0.6 -0.6 -0.1
C -4.217 -5.239 -1.013 0.3 0.2 0.0
C -3.263 -4.188 -0.918 0.4 0.4 0.1
C -2.742 -3.583 -2.062 0.1 0.1 0.2
C -1.823 -2.557 -1.904 -0.3 -0.3 -0.4
N -1.437 -2.133 -0.703 0.4 0.5 0.0
C -1.909 -2.729 0.392 -0.4 -0.4 0.2
C -2.827 -3.760 0.339 0.2 0.2 -0.1
H -3.043 -3.902 -3.049 0.0 0.0 0.0
H -1.384 -2.073 -2.768 0.0 0.0 0.0
H -1.527 -2.377 1.342 0.0 0.0 0.0
H -3.189 -4.216 1.248 0.0 -0.1 0.0
S -1.811 0.787 -0.096 0.0 -0.8 -0.3
C -1.430 2.139 0.861 0.4 1.3 1.0
N -1.071 2.059 2.130 -0.3 -0.6 -0.8
C -1.083 3.279 2.914 -0.2 0.5 0.5
C -1.092 4.445 1.925 0.3 0.1 -0.2
S -1.612 3.759 0.305 -0.1 -0.4 0.1
H -1.005 1.163 2.595 0.1 -0.1 -0.1
H -0.206 3.309 3.565 -0.1 0.0 -0.1
H -1.979 3.292 3.545 0.1 -0.1 -0.1
H -0.107 4.890 1.789 0.0 0.0 0.0
H -1.793 5.228 2.208 0.0 -0.1 0.0
C 1.710 3.429 -1.968 0.1 -0.1 -0.1
C 2.464 2.101 -2.134 -0.1 0.4 -0.3
C 2.413 1.322 -0.882 -0.2 -0.3 0.4
N 1.302 0.853 -0.387 0.8 1.2 -1.0
N 1.430 0.197 0.785 0.3 -0.2 1.2
C 2.688 0.089 1.182 0.1 0.5 -0.2
N 3.067 -0.550 2.277 0.1 -0.2 0.1
S 3.772 0.995 0.145 -0.6 0.0 0.2
H 1.758 3.984 -2.900 0.0 0.1 0.0
H 2.164 4.031 -1.186 0.0 0.1 0.1
H 0.666 3.246 -1.725 -0.1 0.0 0.0
H 3.500 2.299 -2.408 0.0 -0.1 -0.1
H 1.988 1.524 -2.931 0.2 -0.1 0.0
H 2.408 -1.172 2.727 0.1 0.0 -0.1
H 4.048 -0.723 2.446 -0.1 0.0 0.0
```
Positions in Å, forces in eV/Å.

The calculation puts the lowest unoccupied orbital energy (alpha / beta) at -7.03 / -10.75 eV. As for the spin multiplicity: 5. The expectation value of S² is 6.019. As for the net charge: +2. The molar mass comes out at 510.9 Da. As for the electronic energy: -4171.12466 Ha. The energy above the lowest of the compared OMol25 structures with the same formula, charge and spin comes out at 1.3106 eV.



Entry 6:
Formula: C13H16ClN2O5
Source: OMol25
Level of theory: ωB97M-V/def2-TZVPD

```
37
Properties=species:S:1:pos:R:3:forces:R:3
O 0.878 -4.000 1.158 -0.1 -0.3 0.4
O 0.841 1.745 -1.412 -1.2 0.1 0.3
O -0.732 -2.412 -2.266 0.2 0.2 0.1
O 2.989 1.530 -1.912 -0.2 -0.7 0.3
Cl -3.668 3.643 3.954 0.3 -0.2 -0.2
O -2.406 3.615 1.190 -0.1 0.0 0.2
C 1.067 -3.225 0.229 0.5 -1.3 0.1
C 1.901 1.082 -1.497 1.2 0.9 -0.7
C -0.369 -1.264 -2.004 -0.2 -1.3 0.0
C -0.360 1.327 4.008 -0.3 0.2 -0.2
C 0.102 1.414 2.691 -0.5 0.3 0.1
C -1.520 2.015 4.389 0.2 0.0 -0.5
C -0.597 2.187 1.761 0.3 -0.4 0.7
C -2.223 2.790 3.457 0.4 -0.2 -0.1
C -1.755 2.872 2.135 0.2 0.0 -0.3
N -0.688 -0.227 -2.786 0.1 1.1 -0.1
N 0.527 -2.007 0.277 -0.6 1.4 -1.1
C 1.966 -3.652 -0.913 -0.3 0.3 0.0
C -1.455 -0.330 -4.024 0.4 -0.5 0.6
C 1.873 -0.391 -1.070 -0.5 -0.3 -0.2
C 0.465 -0.940 -0.743 0.4 0.2 0.5
H -1.922 3.539 0.349 -0.2 0.0 0.4
H 0.184 0.729 4.733 -0.1 0.1 0.0
H 1.004 0.891 2.383 -0.2 0.1 0.0
H -1.882 1.952 5.410 0.0 0.0 -0.1
H -0.225 2.257 0.744 0.0 0.0 -0.1
H -0.327 0.686 -2.504 0.1 0.0 0.2
H -0.025 -1.856 1.103 -0.2 -0.1 0.0
H 2.862 -3.036 -0.911 0.1 0.1 -0.1
H 1.440 -3.549 -1.858 0.0 0.1 -0.1
H 2.245 -4.694 -0.768 -0.1 0.1 0.1
H -1.649 0.664 -4.426 0.1 -0.1 0.2
H -2.400 -0.838 -3.827 0.0 0.0 -0.1
H -0.887 -0.912 -4.752 -0.2 0.0 -0.1
H 2.502 -0.482 -0.182 0.0 -0.1 0.0
H 2.317 -0.992 -1.865 0.2 0.1 0.0
H -0.073 -0.129 -0.250 0.1 0.1 0.0
```
Positions in Å, forces in eV/Å.

The calculation puts the lowest unoccupied orbital energy at 2.65 eV. As for the net charge: -1. The molar mass comes out at 315.7 Da. As for the electronic energy: -1451.02418 Ha.